{
  "formula": "C14H16F3N4PdS2",
  "method": "ωB97M-V/def2-TZVPD",
  "charge": 1,
  "orbital_gap_ev": [6.78, 6.76],
  "e_lumo_ev": [-4.6293, -4.6196],
  "energy_ev": -54032.3633,
  "max_force_ev_per_a": 2.7,
  "symbols": ["Pd", "S", "S", "F", "F", "F", "N", "N", "N", "N", "C", "C", "C", "C", "C", "C", "C", "C", "C", "C", "C", "C", "C", "C", "H", "H", "H", "H", "H", "H", "H", "H", "H", "H", "H", "H", "H", "H", "H", "H"],
  "positions_angstrom": [[0.12, 0.40, -1.85], [0.91, -0.06, 0.73], [2.19, -0.60, -2.75], [-2.41, 1.07, -2.30], [-1.28, 2.86, -2.84], [-1.26, 1.11, -4.14], [0.38, -2.29, -3.83], [0.08, -1.09, -0.19], [2.55, -2.45, -4.54], [-0.71, -1.69, -3.20], [0.85, -1.57, 5.04], [0.80, -2.02, 2.68], [0.15, 2.48, 0.03], [-0.20, 1.39, 0.83], [-1.38, 1.37, 1.55], [-1.86, 3.59, 0.76], [-2.21, 2.49, 1.51], [0.83, -2.47, 3.99], [0.85, 0.26, 3.48], [-1.23, 1.52, -2.84], [1.64, -1.84, -3.76], [0.85, -0.20, 4.78], [-0.68, 3.59, 0.01], [0.81, -0.65, 2.44], [1.12, 2.51, -0.49], [-1.17, -2.33, -2.54], [0.86, 0.50, 5.60], [3.50, -2.14, -4.52], [0.19, -3.05, -4.49], [-1.39, -1.35, -3.88], [-0.42, 4.45, -0.58], [0.82, -3.53, 4.19], [0.79, -2.71, 1.85], [-2.50, 4.46, 0.75], [-3.13, 2.48, 2.08], [2.30, -3.18, -5.19], [-0.86, -1.26, 0.17], [0.87, 1.32, 3.27], [-1.65, 0.51, 2.15], [0.88, -1.92, 6.06]],
  "mulliken_charge": [0.053, 0.659, -0.334, -0.247, -0.170, -0.246, -0.344, -0.619, -0.416, -0.419, -0.449, -0.389, -0.622, 0.781, -0.452, -0.597, -0.705, -0.598, -0.428, 0.530, 0.921, -0.666, -0.475, 0.414, 0.451, 0.266, 0.398, 0.205, 0.220, 0.312, 0.470, 0.403, 0.443, 0.423, 0.426, 0.195, 0.244, 0.467, 0.489, 0.404]
}

=====

{
  "formula": "C14H16N2O10Se2Sn",
  "method": "ωB97M-V/def2-TZVPD",
  "charge": -2,
  "orbital_gap_ev": 5.63,
  "e_lumo_ev": 4.0283,
  "energy_ev": -174759.2100,
  "max_force_ev_per_a": 0.7,
  "symbols": ["Sn", "Se", "Se", "O", "O", "O", "O", "O", "O", "O", "O", "O", "O", "N", "N", "C", "C", "C", "C", "C", "C", "C", "C", "C", "C", "C", "C", "C", "C", "H", "H", "H", "H", "H", "H", "H", "H", "H", "H", "H", "H", "H", "H", "H", "H"],
  "positions_angstrom": [[-0.95, 0.09, -0.62], [3.16, 0.66, -1.55], [-0.79, 2.65, -1.61], [-3.24, -0.15, -0.37], [-0.09, -0.36, -4.58], [-3.74, -2.69, -4.33], [1.93, 0.72, -0.17], [-5.84, -3.50, -2.41], [3.03, 2.43, 0.81], [-5.97, -1.36, -0.38], [2.15, 3.21, -5.29], [-0.24, 0.84, 3.84], [-1.96, -0.85, -2.79], [-0.21, 0.90, 1.54], [-1.50, -1.60, 1.66], [-3.76, -0.91, -1.26], [-5.08, -2.56, -2.30], [-0.64, 0.47, 2.72], [1.17, 1.55, -3.69], [0.90, 0.03, -3.67], [1.66, 1.88, -5.12], [-0.14, 2.33, -3.47], [-1.77, -0.57, 2.65], [-3.94, -2.23, -3.22], [0.82, 1.92, 1.60], [-3.11, -1.27, -2.48], [-5.07, -1.56, -1.18], [2.05, 1.72, 0.73], [2.27, 1.98, -2.69], [-0.95, 1.81, -3.99], [0.63, -0.26, -2.65], [1.88, 2.70, -1.97], [-0.07, 3.34, -3.88], [-2.28, -2.25, 1.59], [-0.85, -0.69, -4.06], [1.48, 3.81, -4.94], [0.85, 1.68, -5.82], [-1.92, -0.96, 3.66], [1.16, 2.06, 2.63], [3.10, 2.47, -3.22], [1.84, -0.47, -3.92], [-0.67, -2.13, 1.93], [-2.69, -0.05, 2.35], [2.50, 1.23, -5.37], [0.43, 2.88, 1.25]],
  "mulliken_charge": [0.935, 0.043, -0.364, -0.795, -0.662, -0.705, -0.217, -0.666, -0.659, -0.715, -0.569, -0.785, -0.793, -0.024, -0.442, 0.440, 0.405, 0.518, 2.559, -1.292, -1.118, -1.586, -0.591, 0.174, -0.797, 0.551, 0.231, 0.710, -1.178, 0.404, 0.202, 0.168, 0.338, 0.205, 0.630, 0.367, 0.334, 0.321, 0.394, 0.529, 0.462, 0.186, 0.241, 0.435, 0.176]
}

=====

{
  "formula": "C14H16N2O3S",
  "method": "ωB97M-V/def2-TZVPD",
  "charge": 0,
  "orbital_gap_ev": 8.34,
  "e_lumo_ev": 0.2478,
  "energy_ev": -34725.8136,
  "max_force_ev_per_a": 11.6,
  "symbols": ["S", "O", "O", "O", "N", "N", "C", "C", "C", "C", "C", "C", "C", "C", "C", "C", "C", "C", "C", "C", "H", "H", "H", "H", "H", "H", "H", "H", "H", "H", "H", "H", "H", "H", "H", "H"],
  "positions_angstrom": [[-1.79, -1.21, 3.63], [0.70, 2.81, -3.67], [-0.54, 2.98, -1.27], [-1.28, -1.66, -1.24], [-1.32, -1.52, 0.88], [0.46, -2.25, 2.55], [-0.25, 3.84, -3.65], [0.25, 1.91, -1.61], [0.90, 1.79, -2.74], [-0.64, -1.90, 4.46], [1.80, -0.07, -2.27], [0.72, -2.30, -0.27], [0.67, -2.14, 3.93], [-1.21, 2.95, 0.10], [-0.58, -1.62, 2.16], [-0.73, -2.02, -0.26], [1.47, -0.02, -1.01], [1.60, -1.30, -0.13], [0.71, 1.12, -0.61], [1.69, 0.89, -3.12], [-2.11, -1.02, 0.89], [0.82, -3.25, 0.43], [2.65, -1.56, -0.11], [-1.66, 1.94, 0.00], [1.46, -2.77, 4.29], [-0.24, 4.66, -2.91], [2.20, 0.89, -4.14], [-0.32, 4.41, -4.69], [0.29, 0.85, 0.33], [-1.82, 3.77, -0.09], [-0.68, 3.05, 0.95], [2.57, -0.94, -2.67], [-0.75, -1.46, 5.78], [-1.14, 3.20, -3.62], [1.73, -0.81, 0.97], [0.87, -2.80, -1.20]],
  "mulliken_charge": [-0.208, -0.502, -0.457, -0.575, -0.079, -0.269, -0.647, 0.928, 0.335, -0.024, -0.015, -0.801, -0.500, -0.880, 0.373, 0.373, 0.399, -1.115, -0.542, -0.825, 0.167, 0.475, 0.629, 0.368, 0.353, 0.169, 0.366, 0.215, 0.376, 0.326, 0.289, 0.079, 0.209, 0.338, 0.278, 0.394]
}

=====

{
  "formula": "C14H16N4O3",
  "method": "ωB97M-V/def2-TZVPD",
  "charge": 0,
  "orbital_gap_ev": 8.48,
  "e_lumo_ev": 0.5730,
  "smiles": "Cc1ccc(N[C@@H](C(N)=O)c2c(C)[nH]c(=O)[nH]c2=O)cc1",
  "energy_ev": -26883.1626,
  "max_force_ev_per_a": 0.7,
  "symbols": ["O", "O", "O", "N", "N", "N", "N", "C", "C", "C", "C", "C", "C", "C", "C", "C", "C", "C", "C", "C", "C", "H", "H", "H", "H", "H", "H", "H", "H", "H", "H", "H", "H", "H", "H", "H", "H"],
  "positions_angstrom": [[2.27, -2.03, -2.17], [-3.53, -3.38, -2.84], [-0.75, -2.85, 0.69], [0.81, -0.59, 0.80], [2.89, -1.99, 0.00], [-1.85, -1.86, -3.00], [-2.13, -3.06, -1.07], [-0.23, 0.70, 2.54], [-0.31, 4.41, 3.30], [0.87, -0.80, -0.63], [-0.37, -1.46, -1.22], [0.50, 0.65, 1.34], [-1.05, -2.48, -0.44], [0.97, 1.85, 0.81], [-0.09, -0.24, -3.40], [-0.48, 1.91, 3.16], [2.08, -1.68, -1.02], [-0.02, 3.10, 2.61], [-2.59, -2.82, -2.34], [-0.77, -1.21, -2.49], [0.71, 3.05, 1.44], [-1.36, 4.49, 3.55], [-0.10, 0.76, -2.98], [3.69, -2.58, -0.14], [1.57, 1.85, -0.09], [-1.05, 1.92, 4.07], [2.64, -1.66, 0.93], [0.94, -0.55, -3.53], [-0.58, -0.21, -4.37], [-2.62, -3.78, -0.55], [-0.03, 5.25, 2.67], [0.34, -1.36, 1.26], [1.08, 3.96, 1.00], [-2.14, -1.68, -3.96], [-0.59, -0.22, 2.97], [0.26, 4.48, 4.23], [1.02, 0.16, -1.13]],
  "mulliken_charge": [-0.667, -0.638, -0.738, -0.403, -0.323, -0.117, -0.057, -0.556, -1.392, -0.015, -0.410, 0.324, 0.766, -0.070, -1.417, -0.748, 0.280, 0.856, 0.213, 0.908, -0.985, 0.346, 0.338, 0.236, 0.435, 0.375, 0.211, 0.319, 0.379, 0.257, 0.340, 0.317, 0.287, 0.208, 0.378, 0.297, 0.464]
}